[1]
{
  "formula": "C17H32N2O3S",
  "method": "ωB97M-V/def2-TZVPD",
  "elements": ["S", "O", "O", "O", "N", "N", "C", "C", "C", "C", "C", "C", "C", "C", "C", "C", "C", "C", "C", "C", "C", "C", "C", "H", "H", "H", "H", "H", "H", "H", "H", "H", "H", "H", "H", "H", "H", "H", "H", "H", "H", "H", "H", "H", "H", "H", "H", "H", "H", "H", "H", "H", "H", "H", "H"],
  "xyz": [[3.623, -0.280, -0.809], [-0.996, 0.513, 1.693], [3.151, 0.823, -1.596], [3.713, -1.567, -1.447], [2.737, -0.366, 0.614], [-1.942, 0.420, -0.350], [-5.646, -0.259, 0.214], [-6.155, 1.011, -0.471], [-3.645, -1.794, 0.489], [1.007, -2.121, 0.816], [6.579, 1.892, 1.071], [0.438, 0.083, -0.208], [-6.587, -1.422, -0.097], [5.211, 1.458, 0.555], [2.455, -1.700, 1.108], [0.553, -1.430, -0.466], [5.270, 0.126, -0.162], [-0.891, 0.373, 0.491], [-3.306, 0.659, 0.078], [-4.201, -0.559, -0.218], [-3.838, 1.922, -0.600], [-5.265, 2.206, -0.153], [1.609, 0.534, 0.682], [3.151, -2.370, 0.602], [-5.642, 3.098, -0.657], [-4.191, -0.735, -1.301], [0.473, 0.615, -1.162], [-7.176, 1.215, -0.142], [-3.253, 0.812, 1.161], [-3.755, -1.692, 1.566], [-3.187, 2.763, -0.355], [6.504, 2.849, 1.581], [0.352, -1.820, 1.635], [4.510, 1.375, 1.387], [5.938, 0.149, -1.019], [-3.816, 1.782, -1.685], [5.542, -0.694, 0.496], [-7.613, -1.140, 0.129], [0.953, -3.205, 0.712], [-4.158, -2.695, 0.166], [-1.787, 0.306, -1.340], [-5.278, 2.395, 0.922], [1.959, 1.520, 0.379], [2.657, -1.722, 2.185], [-6.531, -1.686, -1.151], [-0.405, -1.831, -0.804], [7.283, 1.995, 0.249], [-6.180, 0.852, -1.552], [-6.344, -2.299, 0.495], [-2.587, -1.914, 0.271], [1.270, 0.576, 1.722], [-5.647, -0.090, 1.297], [6.974, 1.159, 1.771], [4.821, 2.202, -0.141], [1.293, -1.609, -1.249]],
  "homo_lumo_gap_ev": 10.13,
  "relative_energy_kj_mol": 4.68,
  "charge": 0,
  "homo_energy_ev": -9.33,
  "e_lumo_ev": 0.803,
  "smiles": "CCCS(=O)(=O)N1CCC[C@@H](C(=O)N[C@H]2CCC[C@@H](C)[C@@H]2C)C1"
}

[2]
{
  "formula": "C17H32N4O2PPmS2",
  "method": "ωB97M-V/def2-TZVPD",
  "elements": ["Pm", "S", "S", "P", "O", "O", "N", "N", "N", "N", "C", "C", "C", "C", "C", "C", "C", "C", "C", "C", "C", "C", "C", "C", "C", "C", "C", "H", "H", "H", "H", "H", "H", "H", "H", "H", "H", "H", "H", "H", "H", "H", "H", "H", "H", "H", "H", "H", "H", "H", "H", "H", "H", "H", "H", "H", "H", "H", "H"],
  "xyz": [[0.534, -0.718, 0.127], [-0.617, 1.395, -1.155], [-1.523, -1.749, -1.311], [-1.138, -0.108, -2.409], [-2.258, 0.260, -3.402], [0.113, -0.528, -3.262], [2.043, -1.286, 2.117], [1.987, 1.265, 0.971], [-0.535, 0.317, 2.189], [-0.398, -2.560, 1.653], [-1.493, -1.947, 2.446], [-3.343, 2.439, -3.347], [2.389, -2.531, 4.121], [1.150, 2.123, 1.847], [-0.209, 0.309, -5.576], [2.980, -0.407, 2.512], [1.733, -2.316, 2.920], [3.230, 0.768, 1.598], [-3.571, 0.952, -3.242], [-1.045, -0.686, 3.155], [3.379, -1.643, 4.510], [0.638, -3.245, 2.455], [-4.263, 0.505, -1.979], [0.770, 0.106, -4.446], [0.325, 1.331, 2.844], [1.495, 1.361, -4.027], [3.666, -0.551, 3.704], [2.116, -3.372, 4.743], [1.772, 2.838, 2.394], [-0.896, 1.130, -5.380], [0.194, -3.752, 3.317], [-4.309, 2.935, -3.449], [0.495, 2.704, 1.194], [-2.752, 2.681, -4.229], [-1.874, -0.286, 3.744], [-0.272, 2.026, 3.442], [-4.105, 0.582, -4.115], [3.742, 1.559, 2.153], [-3.722, 0.833, -1.090], [2.255, 1.839, 0.175], [4.406, 0.180, 3.997], [0.973, 0.803, 3.545], [3.903, -1.786, 5.445], [-2.301, -1.719, 1.746], [-1.333, 0.798, 1.773], [1.082, -4.025, 1.831], [-5.253, 0.962, -1.952], [-0.828, -3.258, 1.052], [-2.851, 2.834, -2.459], [1.482, -0.674, -4.714], [3.904, 0.459, 0.795], [0.359, 0.554, -6.475], [-0.240, -0.903, 3.859], [2.088, 1.720, -4.869], [0.802, 2.151, -3.738], [-1.887, -2.661, 3.176], [-4.390, -0.576, -1.954], [2.180, 1.167, -3.199], [-0.778, -0.598, -5.773]],
  "homo_lumo_gap_ev": [8.01, 8.36],
  "relative_energy_kj_mol": 39.57,
  "charge": 2,
  "s2": 6.006,
  "homo_energy_ev": [-14.53, -14.56],
  "e_lumo_ev": [-6.515, -6.203],
  "multiplicity": 5
}

[3]
{
  "formula": "C17H32O7S3",
  "method": "ωB97M-V/def2-TZVPD",
  "elements": ["S", "S", "S", "O", "O", "O", "O", "O", "O", "O", "C", "C", "C", "C", "C", "C", "C", "C", "C", "C", "C", "C", "C", "C", "C", "C", "C", "H", "H", "H", "H", "H", "H", "H", "H", "H", "H", "H", "H", "H", "H", "H", "H", "H", "H", "H", "H", "H", "H", "H", "H", "H", "H", "H", "H", "H", "H", "H", "H"],
  "xyz": [[-1.428, 4.208, -3.549], [-1.165, -6.771, 1.094], [-3.553, -2.762, 2.188], [2.715, 4.094, 0.248], [4.858, -0.661, -1.427], [3.423, -0.746, 0.286], [-0.954, 3.841, -2.186], [-2.311, -5.822, 0.995], [-3.172, -1.331, 1.991], [4.940, 1.058, 0.024], [4.433, -0.150, -0.419], [0.344, -5.821, 0.834], [-0.887, -7.097, 2.844], [0.650, 2.694, -0.158], [4.061, 2.091, -0.572], [-1.283, 2.268, 1.455], [1.693, 3.746, -0.682], [3.185, 2.203, 1.873], [-0.199, 5.314, -4.268], [0.563, 1.313, -0.602], [-0.295, 3.171, 0.863], [3.623, 3.056, 0.591], [-1.362, 0.862, 1.054], [-5.275, -2.793, 2.718], [-0.436, 0.415, 0.002], [-3.840, -3.471, 0.560], [-1.083, 2.810, -4.633], [0.019, -7.693, 2.964], [0.793, 4.865, -4.198], [4.733, 2.675, -1.259], [0.359, -5.479, -0.200], [-1.740, -7.655, 3.230], [2.577, 2.837, 2.561], [-0.298, 4.225, 1.226], [-1.307, 3.085, -5.664], [-4.543, -2.848, 0.002], [2.063, 3.498, -1.723], [-0.036, 2.516, -4.540], [4.573, 3.570, 0.930], [-5.336, -2.353, 3.713], [3.343, -1.650, -0.079], [2.532, 1.363, 1.510], [4.098, 1.763, 2.360], [-0.451, 5.510, -5.311], [0.361, -4.959, 1.502], [-2.094, 0.142, 1.494], [-1.987, 2.610, 2.251], [-4.234, -4.480, 0.668], [-5.888, -2.214, 2.027], [-2.891, -3.511, 0.030], [-0.512, -0.661, -0.297], [-0.793, -6.155, 3.387], [1.237, 0.915, -1.393], [1.211, -6.457, 1.017], [-0.213, 6.250, -3.711], [-5.624, -3.826, 2.757], [-1.721, 1.978, -4.334], [3.229, 1.566, -1.095], [1.084, 4.684, -0.834]],
  "homo_lumo_gap_ev": 8.36,
  "charge": 0,
  "homo_energy_ev": -8.07,
  "e_lumo_ev": 0.288
}

[4]
{
  "formula": "C17H33AsN4O3PRuS2Si2",
  "method": "ωB97M-V/def2-TZVPD",
  "elements": ["Ru", "As", "S", "S", "P", "Si", "Si", "O", "O", "O", "N", "N", "N", "N", "C", "C", "C", "C", "C", "C", "C", "C", "C", "C", "C", "C", "C", "C", "C", "C", "C", "H", "H", "H", "H", "H", "H", "H", "H", "H", "H", "H", "H", "H", "H", "H", "H", "H", "H", "H", "H", "H", "H", "H", "H", "H", "H", "H", "H", "H", "H", "H", "H", "H"],
  "xyz": [[0.546, -0.448, -0.016], [2.876, -0.366, -0.054], [0.038, 1.307, -1.688], [0.529, 1.575, 1.130], [0.616, -2.479, -1.151], [4.253, 0.349, -1.927], [3.950, 0.176, 2.073], [-0.438, -3.149, -2.143], [0.800, -3.734, -0.138], [1.929, -2.482, -2.072], [-1.004, 4.738, 1.982], [-3.715, -1.135, 0.515], [-1.562, -0.821, 0.485], [-2.054, 4.392, -2.335], [-0.936, 4.202, 0.966], [-3.286, -1.323, 1.805], [-0.172, 2.289, -0.291], [-2.656, -0.833, -0.265], [5.477, -1.084, -2.167], [2.672, -0.443, 3.319], [-1.947, -1.121, 1.776], [-2.772, -0.600, -1.727], [-1.591, -3.862, -1.675], [2.377, -3.669, -2.763], [1.359, -3.544, 1.159], [3.087, 0.618, -3.372], [4.354, 1.996, 2.322], [-1.494, 3.996, -1.411], [5.160, 1.898, -1.356], [-0.834, 3.488, -0.260], [5.489, -0.917, 1.966], [1.014, -2.597, 1.597], [-1.242, -1.153, 2.589], [-1.300, -4.829, -1.270], [4.464, 2.660, -0.999], [6.116, -0.844, 2.855], [2.298, -0.135, -3.360], [2.907, -4.320, -2.070], [4.963, 2.112, 3.221], [2.671, -1.533, 3.383], [3.607, 0.553, -4.330], [-2.238, -4.004, -2.536], [5.727, 2.329, -2.183], [-2.122, -3.299, -0.905], [-3.548, -1.241, -2.148], [6.090, -0.632, 1.100], [-4.668, -1.190, 0.199], [2.617, 1.599, -3.310], [1.675, -0.112, 3.022], [-3.028, 0.438, -1.942], [3.048, -3.336, -3.550], [-1.830, -0.820, -2.219], [-3.948, -1.581, 2.612], [2.451, -3.535, 1.112], [5.861, 1.661, -0.555], [3.444, 2.584, 2.451], [1.534, -4.204, -3.195], [5.199, -1.962, 1.836], [4.915, 2.411, 1.486], [5.321, -1.581, -3.125], [1.028, -4.369, 1.783], [5.365, -1.829, -1.377], [2.858, -0.051, 4.320], [6.505, -0.723, -2.143]],
  "homo_lumo_gap_ev": [4.46, 4.47],
  "relative_energy_kj_mol": 167.85,
  "charge": 1,
  "homo_energy_ev": [-10.24, -10.24],
  "e_lumo_ev": [-5.779, -5.776]
}

Calculated calculated total energy in order - -38107.555; -75710.301; -64981.707; -140399.287 eV